1.
{
  "formula": "C22H27N7O14",
  "method": "the ωB97M-V functional and the def2-TZVPD basis",
  "total_energy_ha": -2290.4534,
  "smiles": "O=[N+]([O-])c1ccccc1.O=[N+]([O-])c1ccccc1.O=[N+]([O-])c1ccccc1.C[N+](=O)[O-].C[N+](=O)[O-].C[N+](=O)[O-].C[N+](=O)[O-]",
  "lumo_energy_ev": -1.20,
  "multiplicity": 1,
  "total_charge": 0,
  "orbital_gap_ev": 8.97,
  "e_homo_ha": -0.37363,
  "species": ["O", "N", "O", "C", "C", "C", "C", "C", "C", "H", "H", "H", "H", "H", "O", "N", "O", "C", "C", "C", "C", "C", "C", "H", "H", "H", "H", "H", "O", "N", "O", "C", "C", "C", "C", "C", "C", "H", "H", "H", "H", "H", "C", "N", "O", "O", "H", "H", "H", "C", "N", "O", "O", "H", "H", "H", "C", "N", "O", "O", "H", "H", "H", "C", "N", "O", "O", "H", "H", "H"],
  "xyz": [[1.253, 2.680, 0.861], [1.853, 3.536, 1.456], [2.058, 3.549, 2.651], [2.360, 4.636, 0.616], [2.128, 4.737, -0.769], [2.633, 5.753, -1.521], [3.311, 6.817, -0.934], [3.549, 6.747, 0.416], [3.119, 5.670, 1.204], [1.646, 3.929, -1.299], [2.457, 5.700, -2.586], [3.688, 7.652, -1.506], [4.060, 7.553, 0.922], [3.287, 5.702, 2.271], [-5.409, 0.709, 2.094], [-5.493, 1.537, 3.010], [-6.609, 1.977, 3.447], [-4.203, 2.118, 3.488], [-3.022, 1.930, 2.828], [-1.864, 2.479, 3.318], [-1.868, 3.157, 4.495], [-3.023, 3.274, 5.222], [-4.223, 2.813, 4.684], [-3.017, 1.336, 1.926], [-1.007, 2.427, 2.662], [-1.005, 3.608, 4.963], [-3.046, 3.646, 6.236], [-5.125, 3.014, 5.243], [7.077, -3.085, -3.483], [6.102, -3.653, -3.786], [6.030, -4.517, -4.673], [4.940, -3.484, -2.865], [3.774, -4.297, -3.068], [2.632, -4.180, -2.237], [2.561, -3.035, -1.417], [3.668, -2.224, -1.329], [4.879, -2.428, -1.983], [3.696, -5.006, -3.879], [1.781, -4.839, -2.326], [1.712, -2.936, -0.756], [3.644, -1.460, -0.566], [5.753, -1.824, -1.791], [-0.849, -1.257, -4.631], [-0.134, -0.019, -4.509], [-0.420, 0.766, -5.401], [0.433, 0.288, -3.471], [-1.150, -1.571, -3.632], [-0.068, -1.937, -4.972], [-1.636, -1.043, -5.355], [-0.017, 0.097, -0.186], [-0.708, -0.999, 0.516], [-1.915, -0.972, 0.625], [-0.005, -1.966, 0.782], [-0.440, 0.000, -1.186], [1.054, -0.079, -0.082], [-0.441, 1.026, 0.194], [-5.011, -2.041, 0.608], [-5.909, -2.827, -0.293], [-6.750, -2.245, -0.915], [-5.791, -4.034, -0.416], [-5.712, -1.704, 1.371], [-4.637, -1.173, 0.064], [-4.182, -2.700, 0.866], [0.099, -5.098, 1.607], [-0.973, -5.576, 0.742], [-2.022, -4.976, 0.690], [-0.712, -6.631, 0.104], [1.018, -4.782, 1.113], [0.364, -5.947, 2.236], [-0.227, -4.317, 2.295]],
  "atomic_forces_ev_per_a": [[-0.693, -1.017, -0.257], [0.520, 0.916, -0.370], [0.026, 0.137, -0.131], [1.226, 2.168, -0.106], [-0.221, -1.940, 0.905], [0.090, 0.836, -0.466], [0.023, -0.518, -0.133], [-0.014, -0.194, 0.998], [-0.873, -0.298, -0.420], [-0.265, -0.087, 0.200], [0.040, 0.208, -0.080], [-0.077, -0.003, -0.111], [0.123, 0.047, -0.017], [0.067, -0.223, 0.012], [-0.108, 1.004, 1.519], [-2.288, 0.506, -1.121], [3.626, -1.239, -0.788], [-1.355, 0.226, 1.277], [-0.391, -0.880, -1.040], [0.419, 0.016, -1.441], [0.630, 0.663, 1.527], [-1.377, -0.453, -0.050], [0.110, 0.298, 0.664], [0.019, 0.040, -0.134], [0.390, -0.110, 0.319], [0.470, -0.163, -0.425], [0.161, 0.416, -0.108], [-0.233, -0.344, -0.217], [2.830, 2.133, 0.448], [-2.420, -3.485, -0.188], [-0.351, 1.253, 0.674], [-2.575, -0.744, -1.409], [-0.009, 0.229, 0.679], [1.256, 1.664, -0.745], [0.339, -1.949, -0.312], [0.437, 0.713, 1.225], [-0.080, -0.438, -0.103], [0.605, -0.182, 0.065], [0.101, -0.160, -0.137], [-0.085, 0.475, -0.035], [-0.015, 0.363, -0.099], [-0.090, 0.137, -0.048], [0.573, -1.484, 0.226], [-1.755, 2.952, 0.594], [1.259, 0.209, 0.029], [0.499, -0.577, -0.570], [-0.241, 0.015, -0.252], [-0.468, -0.493, -0.298], [0.117, -0.646, 0.287], [-1.041, 0.321, 0.010], [0.378, -1.286, -0.483], [0.142, 0.308, 0.336], [-0.375, 0.183, 0.417], [0.670, 0.032, -0.263], [-0.343, 0.425, -0.201], [0.581, 0.003, 0.177], [-0.223, -0.348, -0.459], [0.164, -1.342, -0.991], [-0.900, 1.732, -0.319], [0.938, -0.046, 0.949], [0.615, -0.065, 0.371], [-0.248, -0.139, -0.055], [-0.338, 0.174, 0.486], [0.822, 0.048, 1.899], [0.183, -1.798, -1.793], [0.332, -0.141, 0.054], [-0.572, 2.090, 1.125], [-0.465, -0.117, -0.568], [0.044, -0.112, -0.179], [-0.341, 0.080, -0.548]]
}



2.
{
  "formula": "C21H57N4O17",
  "method": "the ωB97M-V functional and the def2-TZVPD basis",
  "total_energy_ha": -2331.7101,
  "lumo_energy_ev": -4.77,
  "multiplicity": 1,
  "total_charge": 1,
  "orbital_gap_ev": 5.20,
  "e_homo_ha": -0.36642,
  "species": ["C", "C", "N", "N", "N", "C", "C", "C", "O", "N", "H", "H", "H", "H", "H", "H", "H", "H", "H", "C", "C", "O", "O", "H", "H", "H", "H", "H", "H", "C", "C", "O", "O", "H", "H", "H", "H", "H", "H", "C", "C", "O", "O", "H", "H", "H", "H", "H", "H", "C", "C", "O", "O", "H", "H", "H", "H", "H", "H", "C", "C", "O", "O", "H", "H", "H", "H", "H", "H", "C", "C", "O", "O", "H", "H", "H", "H", "H", "H", "C", "C", "O", "O", "H", "H", "H", "H", "H", "H", "C", "C", "O", "O", "H", "H", "H", "H", "H", "H"],
  "xyz": [[-3.638, 3.877, -0.315], [-3.799, 5.293, 0.208], [-5.235, 5.696, 0.538], [-5.813, 6.142, 1.716], [-7.193, 6.332, 1.490], [-7.390, 5.949, 0.040], [-8.718, 5.876, -0.921], [-9.713, 4.674, -0.375], [-9.566, 4.403, 1.067], [-6.067, 5.536, -0.567], [-3.127, 3.622, -1.346], [-4.137, 3.045, 0.381], [-2.893, 6.042, 0.339], [-9.253, 6.913, -1.016], [-8.331, 5.514, -1.991], [-9.455, 3.688, -0.949], [-10.832, 5.046, -0.551], [-10.440, 4.693, 1.505], [-5.867, 5.225, -1.543], [-1.961, 0.685, -1.450], [-2.163, -0.683, -2.092], [-1.854, -0.599, -3.485], [-2.788, 1.648, -2.100], [-2.217, 0.664, -0.388], [-0.925, 1.015, -1.563], [-3.209, -0.995, -2.011], [-1.526, -1.443, -1.629], [-0.891, -0.474, -3.562], [-2.783, 1.411, -3.048], [1.048, -1.939, -0.143], [1.809, -2.166, 1.159], [1.600, -3.510, 1.597], [-0.339, -2.201, 0.058], [1.163, -0.910, -0.492], [1.401, -2.623, -0.920], [1.430, -1.507, 1.946], [2.882, -1.993, 1.033], [2.071, -4.095, 0.977], [-0.383, -2.965, 0.666], [4.395, -4.370, 3.298], [4.618, -5.349, 4.446], [6.007, -5.674, 4.523], [4.854, -4.946, 2.077], [3.336, -4.122, 3.192], [4.965, -3.450, 3.460], [4.078, -6.283, 4.264], [4.294, -4.928, 5.402], [6.475, -4.878, 4.836], [5.662, -5.449, 2.305], [-3.895, 10.386, 2.918], [-3.139, 9.523, 1.915], [-3.240, 8.151, 2.304], [-3.362, 10.186, 4.225], [-3.814, 11.447, 2.665], [-4.952, 10.105, 2.949], [-2.075, 9.779, 1.911], [-3.538, 9.638, 0.902], [-4.163, 7.876, 2.160], [-3.140, 9.235, 4.281], [4.339, -5.675, -1.133], [4.137, -7.043, -1.775], [4.446, -6.959, -3.168], [3.512, -4.711, -1.783], [4.083, -5.696, -0.071], [5.375, -5.345, -1.246], [3.091, -7.355, -1.694], [4.774, -7.802, -1.312], [5.409, -6.834, -3.245], [3.517, -4.949, -2.731], [-7.795, 8.886, -3.726], [-7.039, 8.023, -4.729], [-7.140, 6.652, -4.339], [-7.262, 8.686, -2.419], [-7.714, 9.947, -3.978], [-8.852, 8.605, -3.694], [-5.975, 8.279, -4.732], [-7.438, 8.138, -5.741], [-8.063, 6.376, -4.483], [-7.040, 7.735, -2.362], [9.487, -3.988, 5.276], [10.487, -4.070, 4.127], [10.828, -2.748, 3.707], [8.329, -3.270, 4.857], [9.181, -4.985, 5.604], [9.918, -3.447, 6.124], [10.042, -4.578, 3.266], [11.398, -4.599, 4.424], [11.361, -2.346, 4.416], [8.653, -2.553, 4.276], [5.839, -9.851, -2.719], [5.637, -11.220, -3.360], [5.946, -11.135, -4.753], [5.012, -8.888, -3.368], [5.583, -9.873, -1.656], [6.875, -9.521, -2.832], [4.591, -11.532, -3.280], [6.274, -11.979, -2.897], [6.909, -11.011, -4.830], [5.017, -9.125, -4.317]],
  "atomic_forces_ev_per_a": [[-1.230, 3.465, 1.929], [1.304, -3.459, -1.625], [1.598, -0.743, 0.463], [-2.465, -0.839, -4.777], [3.282, -2.054, -5.406], [1.982, -0.197, 0.132], [0.883, -0.739, 0.346], [-0.865, 0.323, 0.219], [-2.044, 1.221, -1.026], [-5.105, 2.506, 6.009], [0.003, 0.235, 2.907], [0.278, 1.813, -2.426], [-2.603, -1.066, -0.731], [1.269, -1.974, 0.426], [-0.745, 1.086, 2.301], [-0.644, 1.940, 1.046], [2.523, -1.052, -0.087], [2.212, -0.701, -0.952], [0.416, 0.316, 1.274], [-0.115, -0.258, -0.217], [0.480, -0.074, 0.119], [0.271, 0.335, -0.155], [-0.307, 0.055, -0.569], [0.001, 0.018, -0.099], [0.168, -0.212, 0.159], [0.128, 0.102, -0.078], [-0.235, 0.197, 0.198], [-0.539, -0.173, -0.032], [0.065, 0.041, 0.495], [-0.114, -0.291, 0.240], [0.173, -0.232, -0.320], [0.001, -0.102, -0.246], [-0.058, -0.151, 0.519], [-0.067, -0.027, 0.048], [0.361, 0.079, 0.009], [-0.002, -0.142, -0.091], [-0.049, 0.180, -0.086], [-0.158, 0.228, 0.280], [0.060, 0.378, -0.389], [0.124, -0.340, 0.018], [0.267, 0.361, -0.001], [0.094, 0.198, 0.088], [0.146, -0.358, 0.117], [0.126, -0.053, -0.064], [-0.067, 0.118, 0.302], [0.114, 0.128, -0.007], [-0.209, 0.030, -0.084], [-0.045, -0.291, -0.224], [-0.418, 0.352, -0.092], [0.419, -0.300, 0.387], [-0.330, 0.238, 0.008], [-0.339, -0.455, -0.229], [0.211, -0.371, -0.309], [0.012, -0.107, 0.076], [-0.174, 0.046, -0.332], [-0.178, -0.095, 0.059], [0.038, 0.216, -0.016], [0.480, 0.197, 0.297], [-0.175, 0.594, 0.050], [-0.355, -0.169, -0.249], [0.442, 0.453, -0.462], [-1.006, 4.301, 0.598], [-0.269, -0.069, -0.258], [0.067, 0.101, -0.116], [0.203, -0.223, 0.173], [0.137, 0.051, -0.075], [-0.096, 0.069, 0.201], [-0.756, -0.170, 0.044], [0.087, 0.055, 0.526], [0.315, -0.245, 0.068], [-0.353, 0.266, -0.044], [-0.359, -0.411, 0.265], [0.281, -0.473, 0.136], [0.011, -0.128, 0.112], [-0.145, 0.065, -0.321], [-0.178, -0.095, 0.041], [0.068, 0.171, 0.061], [0.529, 0.113, -0.055], [-0.171, 0.668, -0.176], [-0.076, 0.176, -0.359], [0.113, 0.131, 0.348], [0.129, 0.172, 0.274], [0.028, 0.074, -0.369], [-0.031, 0.103, -0.038], [0.259, -0.174, 0.097], [0.048, 0.142, 0.122], [-0.136, -0.178, 0.047], [-0.273, -0.175, -0.455], [-0.201, -0.392, 0.357], [-0.394, -0.331, -0.713], [0.473, 0.047, 0.112], [0.347, 0.090, -0.020], [1.316, -3.998, -0.364], [-0.028, 0.023, -0.075], [0.275, -0.262, 0.176], [0.161, 0.104, -0.066], [-0.099, -0.011, 0.167], [-0.557, -0.101, -0.026], [-0.017, 0.087, 0.466]]
}



3.
{
  "formula": "C6H8N2O2",
  "method": "the ωB97M-V functional and the def2-TZVPD basis",
  "total_energy_ha": -493.1376,
  "lumo_energy_ev": [-0.58, -0.58],
  "multiplicity": 1,
  "e_above_lowest_kcal_mol": 194.0,
  "total_charge": 0,
  "orbital_gap_ev": [7.12, 7.11],
  "e_homo_ha": [-0.28287, -0.28294],
  "species": ["C", "C", "C", "C", "C", "C", "N", "N", "O", "O", "H", "H", "H", "H", "H", "H", "H", "H"],
  "xyz": [[1.806, 0.000, -0.084], [1.035, -1.196, -0.050], [1.221, 1.183, -0.006], [-0.853, 0.079, 0.222], [1.242, 2.624, 0.017], [-1.063, -2.348, 0.053], [-0.291, -1.116, 0.059], [-2.107, 0.534, 0.010], [-2.274, 1.755, 0.001], [-3.026, -0.287, -0.158], [2.880, -0.109, -0.188], [1.490, -2.169, -0.101], [1.797, 2.998, -0.846], [0.226, 3.016, -0.033], [1.711, 2.990, 0.934], [-0.589, -3.081, -0.597], [-1.131, -2.748, 1.065], [-2.073, -2.126, -0.297]],
  "atomic_forces_ev_per_a": [[0.154, 0.122, 0.003], [-0.165, -0.035, -0.005], [-4.251, -2.469, 0.357], [5.274, 2.903, 0.088], [0.231, 0.478, 0.110], [-0.700, -0.859, -0.065], [0.228, -0.160, -0.235], [-0.956, -0.157, -0.372], [-0.009, -0.177, 0.052], [-0.241, 0.248, 0.027], [0.090, 0.055, -0.009], [-0.099, -0.156, 0.027], [0.034, 0.074, 0.010], [0.006, -0.061, -0.014], [-0.014, 0.086, -0.043], [0.062, 0.093, 0.048], [0.050, 0.090, -0.031], [0.307, -0.078, 0.052]]
}